The following is a quantum chemistry calculation of an isolated molecule of C4H10N2O2 at a distorted geometry, from OMol25.

Calculated values
Strongest force on any atom = 3.73 eV/Å
SMILES = NCCNCC(=O)O
Gap between HOMO and LUMO = 9.8 eV

Element x y z (Å)
O: 2.640 0.597 2.162
O: 0.374 0.844 2.002
N: -1.946 -0.116 0.636
N: 0.514 0.792 -0.829
C: -0.402 -0.253 -1.299
C: -1.204 -1.024 -0.250
C: 1.702 0.402 -0.080
C: 1.592 0.685 1.483
H: -1.891 -1.670 -0.739
H: 0.795 1.281 -1.626
H: -0.498 -1.694 0.345
H: 0.165 -1.068 -1.847
H: -2.523 -0.689 1.132
H: -2.366 0.612 0.114
H: -0.955 0.185 -2.195
H: 2.538 0.976 -0.422
H: 2.008 -0.657 -0.052
H: -0.543 0.797 1.466